# 1
{"formula": "C12H13AlI2NO6RhS", "method": "the ωB97M-V functional and the def2-TZVPD basis", "species": ["I", "I", "Al", "Rh", "S", "C", "C", "C", "C", "C", "C", "C", "C", "O", "O", "O", "O", "H", "H", "H", "H", "H", "H", "H", "H", "H", "O", "C", "C", "C", "C", "O", "N", "H", "H", "H", "H"], "coordinates": [[1.44, -3.63, -0.28], [1.62, 3.55, -0.27], [0.04, 1.34, 0.03], [-0.04, -1.34, -0.03], [1.21, 0.00, -1.61], [-1.40, -1.91, -1.20], [-1.07, -1.97, 1.43], [0.68, -0.02, -3.42], [1.54, 1.09, -4.04], [-0.80, 0.26, -3.64], [1.09, -1.40, -3.94], [-0.81, 1.97, 1.59], [-1.40, 2.03, -0.99], [-1.66, -2.45, 2.29], [-2.22, -2.30, -1.91], [-1.32, 2.39, 2.53], [-2.23, 2.54, -1.60], [1.30, 1.17, -5.10], [2.61, 0.86, -3.94], [1.35, 2.05, -3.56], [-1.15, -0.36, -4.47], [-0.96, 1.31, -3.92], [-1.41, 0.03, -2.76], [0.87, -1.44, -5.02], [0.55, -2.20, -3.44], [2.16, -1.57, -3.81], [2.30, 1.78, 2.18], [1.42, 0.94, 2.31], [0.90, 0.66, 3.70], [0.94, -0.80, 3.72], [1.31, -1.09, 2.30], [1.73, -2.20, 2.07], [1.23, -0.06, 1.28], [1.50, 1.10, 4.52], [-0.15, 0.95, 3.87], [1.73, -1.15, 4.41], [-0.03, -1.27, 4.00]], "lowdin_charge": [1.32, 1.16, -0.31, 0.46, 0.83, -0.21, -0.17, -0.80, -0.07, -0.06, -0.07, 0.03, 0.00, 0.28, 0.27, 0.36, 0.35, 0.13, 0.11, 0.08, 0.13, 0.11, 0.03, 0.13, 0.07, 0.10, 0.12, -0.53, -0.05, -0.03, -0.47, 0.03, 0.00, 0.19, 0.14, 0.19, 0.17], "multiplicity": 5, "homo_lumo_gap_ev": [7.67, 5.52], "charge": 4, "homo_ev": [-23.44, -23.41]}

=====

# 2
{"formula": "C4H6OPr", "method": "the ωB97M-V functional and the def2-TZVPD basis", "species": ["O", "Pr", "C", "C", "H", "H", "H", "H", "C", "C", "H", "H"], "coordinates": [[0.96, -2.74, -1.55], [2.10, -4.36, -3.14], [-0.11, -2.49, -1.03], [0.58, 1.67, 1.98], [-0.99, -3.15, -1.18], [1.64, 1.89, 1.86], [0.24, 1.29, 2.95], [-0.22, -1.66, -0.31], [-0.30, 2.08, 1.07], [-1.11, 2.38, 0.09], [-1.53, 3.39, 0.01], [-1.28, 1.69, -0.74]], "lowdin_charge": [-0.18, 1.86, 0.05, -0.02, 0.13, 0.06, 0.06, 0.14, -0.19, -0.02, 0.07, 0.05], "e_above_lowest_kj_mol": 138.7, "multiplicity": 4, "homo_lumo_gap_ev": [4.01, 4.07], "charge": 2, "homo_ev": [-13.85, -13.85]}

=====

# 3
{"formula": "C5H32NO13", "method": "the ωB97M-V functional and the def2-TZVPD basis", "species": ["O", "C", "O", "C", "C", "C", "C", "N", "H", "H", "H", "H", "H", "H", "H", "H", "H", "H", "H", "H", "O", "H", "H", "O", "H", "H", "O", "H", "H", "O", "H", "H", "O", "H", "H", "O", "H", "H", "O", "H", "H", "O", "H", "H", "O", "H", "H", "O", "H", "H", "O"], "coordinates": [[0.47, -1.83, 1.56], [-0.04, -1.42, 0.47], [0.01, -2.04, -0.61], [-0.83, -0.10, 0.56], [-0.02, 1.02, -0.13], [-0.47, 2.41, 0.32], [0.04, 2.78, 1.71], [-2.19, -0.25, 0.00], [-0.98, 0.21, 1.63], [1.10, 0.85, 0.08], [-0.07, 0.92, -1.19], [-0.12, 3.16, -0.42], [-1.57, 2.42, 0.28], [-0.24, 2.02, 2.46], [1.11, 2.92, 1.74], [-0.38, 3.69, 2.02], [-2.19, -0.18, -1.01], [-2.57, -1.17, 0.24], [2.48, -0.83, -1.75], [0.96, -1.18, -1.79], [1.68, -0.74, -2.29], [2.31, 0.63, 2.17], [1.84, -0.80, 1.88], [2.61, -0.21, 1.88], [-0.90, -1.48, 3.14], [-2.21, -0.68, 3.32], [-1.83, -1.54, 3.43], [1.36, 0.82, -3.04], [0.16, 1.67, -3.40], [1.14, 1.67, -3.39], [1.55, -3.31, -0.44], [1.89, -3.21, 1.06], [2.27, -3.48, 0.18], [1.82, 2.73, -2.16], [2.77, 2.38, -0.99], [2.28, 3.10, -1.40], [-1.87, -3.31, 0.98], [-2.49, -2.48, 2.13], [-2.68, -2.84, 1.25], [-2.48, 1.58, 2.62], [-3.20, 0.50, 1.77], [-3.00, 0.80, 2.70], [-1.46, 0.36, -3.10], [-1.90, 1.70, -2.49], [-1.53, 1.30, -3.26], [3.18, -2.09, -0.29], [3.33, -0.73, 0.40], [3.58, -1.20, -0.44], [-0.90, -1.69, -2.00], [-0.61, -1.47, -3.56], [-1.27, -1.36, -2.85]], "lowdin_charge": [-0.06, -0.58, -0.05, -0.29, -0.16, -0.24, -0.09, 0.07, 0.11, 0.13, 0.06, 0.10, 0.10, 0.07, 0.07, 0.05, 0.06, 0.05, 0.01, 0.00, -0.07, 0.02, 0.01, -0.04, 0.04, -0.02, -0.06, -0.03, 0.01, -0.08, 0.03, 0.06, -0.08, -0.03, 0.02, -0.07, 0.05, -0.01, -0.07, 0.02, 0.06, -0.07, -0.02, 0.04, -0.04, 0.00, 0.01, -0.11, 0.02, 0.08, -0.08], "e_above_lowest_kj_mol": 0.0, "multiplicity": 1, "homo_lumo_gap_ev": 9.50, "charge": -1, "homo_ev": -6.78}

=====

# 4
{"formula": "C2H7BO3", "method": "the ωB97M-V functional and the def2-TZVPD basis", "species": ["B", "C", "C", "O", "O", "O", "H", "H", "H", "H", "H", "H", "H"], "coordinates": [[1.78, 0.10, 0.24], [-1.97, 0.36, 0.21], [0.27, -0.31, 0.36], [2.63, -0.91, -0.24], [2.12, 1.44, 0.41], [-0.58, 0.67, -0.14], [-2.65, 1.12, -0.38], [-2.01, 0.49, 1.33], [-2.17, -0.69, -0.22], [0.06, -1.28, 0.07], [0.16, -0.37, 1.74], [3.50, -0.91, -0.72], [3.03, 1.67, 0.65]], "lowdin_charge": [-0.60, -0.09, -0.17, 0.12, 0.14, -0.22, 0.11, 0.09, 0.10, 0.07, 0.20, 0.12, 0.11], "e_above_lowest_kj_mol": 310.2, "multiplicity": 1, "homo_lumo_gap_ev": 9.94, "homo_ev": -9.56}

=====

# 5
{"formula": "C3H10NS", "method": "the ωB97M-V functional and the def2-TZVPD basis", "species": ["C", "C", "N", "C", "S", "H", "H", "H", "H", "H", "H", "H", "H", "H", "H"], "coordinates": [[-0.87, 1.43, 0.16], [0.07, 0.42, -0.38], [-0.77, -0.81, -0.98], [0.91, -0.24, 0.77], [1.42, -1.97, 0.43], [-1.40, 1.92, -0.57], [-0.09, 2.06, 0.70], [-1.65, 1.29, 0.88], [0.63, 0.75, -1.32], [-0.31, -1.74, -1.39], [-1.56, -1.01, -0.32], [-1.15, -0.39, -1.79], [1.79, 0.41, 1.05], [0.27, -0.30, 1.67], [2.71, -1.82, 1.10]], "lowdin_charge": [-0.05, -0.34, 0.13, -0.53, 0.69, 0.06, 0.14, 0.09, 0.18, 0.17, 0.18, 0.13, 0.11, 0.08, -0.03], "e_above_lowest_kj_mol": 139.4, "multiplicity": 1, "homo_lumo_gap_ev": 9.75, "charge": 1, "homo_ev": -13.43}

=====

# 6
{"formula": "C8H12N4", "method": "the ωB97M-V functional and the def2-TZVPD basis", "species": ["C", "C", "N", "H", "H", "H", "C", "C", "N", "H", "H", "H", "C", "C", "N", "H", "H", "H", "C", "C", "N", "H", "H", "H"], "coordinates": [[-4.18, -5.86, -3.92], [-4.30, -4.78, -2.89], [-4.39, -4.02, -2.06], [-3.21, -6.35, -3.98], [-4.48, -5.55, -4.92], [-4.95, -6.62, -3.74], [0.53, 0.58, 1.04], [0.74, 1.20, 2.36], [0.86, 1.70, 3.41], [1.24, -0.25, 1.02], [0.90, 1.25, 0.26], [-0.46, 0.18, 0.82], [1.28, -1.78, -7.64], [1.52, -1.91, -6.21], [1.75, -2.14, -5.07], [0.58, -2.53, -8.00], [2.24, -1.71, -8.17], [0.76, -0.83, -7.77], [1.74, 6.47, 9.19], [3.19, 6.80, 9.30], [4.35, 7.02, 9.29], [1.26, 7.02, 8.38], [1.35, 6.74, 10.17], [1.67, 5.39, 9.11]], "lowdin_charge": [-0.07, -0.27, 0.12, 0.08, 0.07, 0.07, -0.08, -0.27, 0.11, 0.08, 0.08, 0.08, -0.08, -0.28, 0.11, 0.08, 0.08, 0.08, -0.07, -0.27, 0.11, 0.08, 0.07, 0.08], "e_above_lowest_kj_mol": 251.2, "multiplicity": 1, "homo_lumo_gap_ev": 11.91, "homo_ev": -11.43}

=====

# 7
{"formula": "C19H27N5O3", "method": "the ωB97M-V functional and the def2-TZVPD basis", "species": ["H", "N", "C", "C", "C", "C", "C", "N", "C", "C", "N", "N", "C", "O", "C", "C", "C", "C", "C", "N", "H", "H", "H", "H", "H", "H", "H", "H", "H", "H", "C", "C", "C", "O", "H", "H", "H", "H", "H", "H", "H", "H", "C", "C", "C", "O", "H", "H", "H", "H", "H", "H", "H", "H"], "coordinates": [[2.42, 0.03, 1.69], [1.77, -0.44, 2.32], [0.57, -0.14, 2.07], [-0.51, -0.73, 2.92], [0.21, 0.86, 0.98], [-0.98, 0.48, 0.08], [-1.41, 1.69, -0.64], [-1.73, 2.62, -1.23], [-0.68, -0.67, -0.92], [-1.90, -0.89, -1.72], [-2.85, -1.04, -2.35], [-0.40, -1.88, -0.12], [-0.45, -2.98, -0.63], [-0.54, -4.05, -1.08], [0.47, -0.31, -1.86], [1.78, -0.58, -1.48], [2.79, -0.16, -2.33], [2.45, 0.50, -3.50], [1.11, 0.70, -3.77], [0.12, 0.29, -2.98], [-1.52, -0.45, 2.62], [-0.36, -0.39, 3.94], [-0.41, -1.81, 2.93], [-0.06, 1.79, 1.48], [1.09, 1.08, 0.38], [-1.83, 0.16, 0.69], [2.01, -1.07, -0.55], [3.83, -0.33, -2.08], [3.19, 0.87, -4.19], [0.82, 1.23, -4.67], [-2.68, -4.75, 5.88], [-1.51, -4.63, 4.91], [-0.39, -5.59, 5.26], [-1.02, -3.29, 4.88], [-2.35, -4.51, 6.89], [-3.47, -4.05, 5.61], [-3.09, -5.76, 5.88], [-1.86, -4.83, 3.89], [0.00, -5.38, 6.26], [0.43, -5.49, 4.55], [-0.74, -6.63, 5.24], [-0.70, -3.07, 5.77], [1.79, 5.32, -3.67], [0.75, 4.91, -4.70], [-0.35, 5.96, -4.84], [0.18, 3.65, -4.36], [1.32, 5.43, -2.69], [2.56, 4.56, -3.59], [2.26, 6.27, -3.94], [1.23, 4.76, -5.67], [-0.87, 6.09, -3.89], [-1.08, 5.65, -5.58], [0.06, 6.93, -5.14], [-0.26, 3.74, -3.51]], "lowdin_charge": [0.04, 0.14, -0.43, -0.04, -0.10, -0.22, -0.18, 0.20, -0.34, -0.16, 0.21, 0.20, -0.27, 0.22, -0.24, -0.02, -0.05, -0.04, -0.11, 0.15, 0.07, 0.09, 0.07, 0.14, 0.11, 0.14, 0.11, 0.11, 0.11, 0.10, -0.06, -0.50, -0.06, -0.07, 0.08, 0.08, 0.08, 0.14, 0.08, 0.08, 0.08, 0.09, -0.06, -0.50, -0.06, -0.07, 0.08, 0.07, 0.08, 0.14, 0.08, 0.08, 0.08, 0.07], "e_above_lowest_kj_mol": 317.9, "multiplicity": 1, "homo_lumo_gap_ev": 10.54, "homo_ev": -10.04}

=====

# 8
{"formula": "C5H8O2", "method": "the ωB97M-V functional and the def2-TZVPD basis", "species": ["C", "C", "C", "C", "O", "C", "O", "H", "H", "H", "H", "H", "H", "H", "H"], "coordinates": [[-1.06, 0.76, 2.00], [-0.33, 0.66, 1.04], [0.33, 0.26, -0.21], [1.77, -0.12, 0.02], [0.36, 1.33, -1.14], [-0.52, -0.88, -0.77], [-1.89, -0.53, -0.80], [-1.59, 1.00, 2.88], [2.23, -0.39, -0.93], [1.85, -0.95, 0.72], [2.31, 0.74, 0.43], [-0.56, 1.55, -1.33], [-0.41, -1.82, -0.21], [-0.26, -1.06, -1.81], [-2.22, -0.55, 0.11]], "lowdin_charge": [0.15, -0.05, -0.60, -0.01, 0.01, -0.20, -0.06, 0.03, 0.09, 0.09, 0.10, 0.11, 0.13, 0.14, 0.08], "e_above_lowest_kj_mol": 226.2, "multiplicity": 1, "homo_lumo_gap_ev": 11.17, "homo_ev": -10.31}

=====

The following DFT total energy values (in a.u.) correspond, in order, to the records above: -2315.958383, -747.481600, -1242.782793, -331.000093, -572.946078, -530.989078, -1239.654906, -345.718799.
The following max |F| values (in eV/A) correspond, in order, to the records above: 8.31, 1.20, 2.10, 5.09, 3.22, 4.40, 0.54, 1.25.